C2H6O2P | ωB97M-V/def2-TZVPD

Structure (XYZ):
```
11
Properties=species:S:1:pos:R:3:forces:R:3:lowdin_charge:R:1
C -2.0280 1.1037 -0.9586 0.67 -2.20 -1.82 -0.316
C 1.1003 -1.2795 -0.1890 -0.38 2.98 0.25 -0.168
O -2.3630 -1.4821 -0.1166 1.83 1.10 0.36 -0.480
O -1.1251 0.2251 1.4455 0.29 0.09 -0.74 -0.267
P -1.4144 -0.2834 -0.0926 -1.19 -1.26 -0.82 0.506
H -2.1298 0.7937 -2.1089 0.22 0.75 2.42 -0.004
H -1.3217 1.8926 -0.8184 0.46 0.98 -0.16 -0.093
H 1.7016 -1.6362 -1.0420 -0.75 -0.24 0.11 -0.072
H 1.6490 -0.3276 0.1582 -0.89 -1.17 -0.36 -0.045
H 1.0611 -1.9387 0.6588 -0.05 -0.58 0.20 -0.088
H -1.5159 -0.4731 1.9642 -0.20 -0.44 0.56 0.028
```
Positions in Å, forces in eV/Å.

Properties
- LUMO energy (eV) = 4.06
- net charge = -1
- ΔE to the lowest compared entry with this formula, charge and spin (kJ/mol) = 328.5
- orbital gap (eV) = 7.1



C2H6O2P | ωB97M-V/def2-TZVPD

Structure (XYZ):
```
11
Properties=species:S:1:pos:R:3:forces:R:3:lowdin_charge:R:1
C -1.1877 1.7497 0.0039 1.31 -1.91 -2.45 -0.121
C 1.9464 -1.4262 -0.1662 -0.74 1.31 4.59 0.228
O -1.4024 -1.0615 -0.7541 -0.53 0.05 -1.64 -0.214
O -1.3051 -0.9964 0.7046 0.15 -0.01 1.46 -0.217
P -0.4051 0.0380 -0.1516 0.97 -0.47 0.57 0.988
H -0.4269 2.4196 0.2954 1.21 1.16 -0.82 0.037
H -1.7383 1.7725 0.8648 -2.24 -0.70 2.05 0.026
H -1.7598 1.8857 -0.9407 0.53 0.40 0.74 0.093
H 2.5604 -0.7768 -0.7807 -0.35 -0.71 -0.78 0.036
H 1.6384 -2.4953 -0.0262 -0.12 1.03 -1.67 0.082
H 2.0800 -1.1093 0.9506 -0.18 -0.15 -2.04 0.063
```
Positions in Å, forces in eV/Å.

Properties
- LUMO energy (alpha / beta) (eV) = -7.43 / -7.43
- net charge = +1
- ΔE to the lowest compared entry with this formula, charge and spin (kJ/mol) = 569.4
- orbital gap (alpha / beta) (eV) = 8.2 / 8.2



C2H6O2Rb | ωB97M-V/def2-TZVPD

Structure (XYZ):
```
11
Properties=species:S:1:pos:R:3:forces:R:3:lowdin_charge:R:1
Rb 10.9616 15.9722 -23.9441 -0.02 -0.10 0.00 0.976
C 7.2638 11.6768 -25.6193 2.29 -0.47 -0.45 -0.254
C 8.5114 10.6783 -25.5632 -1.34 1.44 -1.05 -0.219
O 9.5116 11.1063 -24.6609 -0.20 0.30 0.72 -0.081
O 6.6097 11.6058 -24.4027 -0.57 -0.08 0.76 -0.043
H 6.6449 11.4952 -26.4980 -0.27 -0.82 0.07 0.113
H 7.6190 12.6810 -25.8508 0.46 0.34 0.36 0.101
H 9.0093 10.7236 -26.5318 -0.54 -0.48 -0.50 0.111
H 8.1152 9.6896 -25.3316 0.15 -0.08 0.03 0.121
H 10.1547 10.3944 -24.6264 0.11 0.00 0.16 0.085
H 6.1925 12.4405 -24.1774 -0.08 -0.06 -0.11 0.091
```
Positions in Å, forces in eV/Å.

Properties
- LUMO energy (eV) = -4.42
- net charge = +1
- ΔE to the lowest compared entry with this formula, charge and spin (kJ/mol) = 122.4
- orbital gap (eV) = 8.3



C2H6O2Rh | ωB97M-V/def2-TZVPD

Structure (XYZ):
```
11
Properties=species:S:1:pos:R:3:forces:R:3:lowdin_spin:R:1
C -1.3172 -0.8851 0.4913 0.36 -0.39 0.25 0.097
C -0.5301 0.1890 -0.2405 -2.64 1.58 2.26 0.432
O -0.4077 1.3243 0.6296 2.31 -1.09 -1.40 0.166
H -1.2038 -0.8111 1.5841 0.10 0.12 -0.46 0.000
H -2.3956 -0.8338 0.2516 0.45 -0.01 -0.07 0.026
H -0.9537 -1.8828 0.1972 -0.38 -0.01 0.03 0.026
H -1.1102 0.4799 -1.1399 0.93 0.01 -0.55 0.067
H 0.4794 1.7786 0.4890 -1.75 -0.34 0.10 0.008
Rh 1.3170 -0.6048 -0.9527 -0.67 -0.34 -0.38 2.572
O 2.8600 0.2362 -0.4572 0.81 0.01 0.53 0.574
H 3.2620 1.0095 -0.8524 0.49 0.45 -0.31 0.032
```
Positions in Å, forces in eV/Å.

Properties
- LUMO energy (alpha / beta) (eV) = -4.99 / -8.02
- net charge = +1
- ΔE to the lowest compared entry with this formula, charge and spin (kJ/mol) = 0.0
- orbital gap (alpha / beta) (eV) = 8.9 / 7.6
- 2S+1 = 5



C2H6O2S | ωB97M-V/def2-TZVPD

Structure (XYZ):
```
11
Properties=species:S:1:pos:R:3:forces:R:3:lowdin_spin:R:1
C -0.3111 -2.2617 0.0257 -0.34 -1.24 -0.83 0.083
S -0.1652 -2.6941 -1.7789 0.03 0.68 1.45 0.841
H 0.6090 -1.8260 0.4045 0.10 0.09 -0.10 0.019
H -0.4551 -3.2690 0.4398 0.29 0.07 0.28 0.028
H -1.2237 -1.7074 0.2153 0.22 0.37 -0.18 -0.002
H -1.2092 -1.9134 -2.0710 -0.29 0.08 -0.58 0.030
O 1.2903 3.5593 1.3860 0.06 -0.48 -0.45 0.000
C 0.4010 3.0057 0.8201 -0.20 1.10 0.87 0.000
O 0.4835 1.7619 0.2476 -0.38 0.18 -0.38 0.000
H -0.5859 3.4900 0.7319 -0.07 -0.52 -0.03 0.000
H 1.1664 1.8545 -0.4211 0.59 -0.33 -0.04 0.000
```
Positions in Å, forces in eV/Å.

Properties
- LUMO energy (alpha / beta) (eV) = -4.84 / -9.66
- net charge = +1
- ΔE to the lowest compared entry with this formula, charge and spin (kJ/mol) = 84.3
- orbital gap (alpha / beta) (eV) = 8.7 / 3.9
- 2S+1 = 2



C2H6O2S2 | ωB97M-V/def2-TZVPD

Structure (XYZ):
```
12
Properties=species:S:1:pos:R:3:forces:R:3:lowdin_charge:R:1
C 1.9681 -0.7316 0.4440 -0.46 -0.19 -0.59 -0.219
C -2.9227 1.1610 0.8212 0.35 -0.06 0.57 -0.582
O -0.3338 0.1175 -0.5493 -0.47 0.51 0.04 -0.518
O 1.5272 -0.6645 -2.0713 0.28 -0.31 0.92 -0.325
S -2.0541 1.0511 2.1672 -0.23 0.07 -0.20 0.596
S 0.5756 -0.9996 -0.7219 1.21 -0.03 -0.30 0.857
H 2.3884 0.2526 0.2783 -0.05 0.19 -0.14 0.056
H 1.5816 -0.8142 1.4551 -0.18 -0.08 0.02 0.051
H 2.7085 -1.4995 0.2534 0.13 -0.14 0.00 0.046
H -3.0639 0.3041 0.1785 -0.04 -0.08 -0.18 -0.007
H -3.3775 2.0950 0.5186 -0.09 0.10 -0.10 -0.003
H 1.0026 -0.2720 -2.7736 -0.45 0.02 -0.04 0.050
```
Positions in Å, forces in eV/Å.

Properties
- LUMO energy (eV) = 0.01
- ΔE to the lowest compared entry with this formula, charge and spin (kJ/mol) = 205.5
- orbital gap (eV) = 8.5